a) A structure of composition C4H7NOS, computed with ωB97M-V/def2-TZVPD.

The calculation puts the LUMO energy at 0.3009 eV. The value obtained for the HOMO energy is -8.8 eV.

Each line ends with the Löwdin charge.
Geometry (Å):
C -1.80414 0.10799 0.05733  -0.029
C -0.31445 -0.00262 -0.10646  -0.418
C 0.58034 -0.23514 1.05733  -0.832
C 1.96418 -0.40709 0.80103  -0.321
H -2.05023 1.35173 -0.06422  0.164
H -2.54800 -0.43078 -0.65636  0.108
H -1.97898 -0.22381 1.06449  0.048
H 0.00088 0.57547 -3.11238  0.162
H 0.25158 0.42300 1.89263  0.115
H 2.97823 0.53833 0.95746  0.199
H 2.10415 -0.78887 -0.41325  0.130
N 0.36238 0.28838 -1.09883  -0.006
O -0.44525 0.60678 -2.16789  -0.092
S 0.89929 -1.80338 1.78912  0.771

b) An isolated molecule of C4H7NOS, computed with ωB97M-V/def2-TZVPD.

Its SMILES is C=CN(S)C(C)=O. The calculation puts the LUMO energy at 0.7858 eV. The value obtained for the HOMO energy is -8.5 eV.

Each line ends with the Löwdin charge.
Geometry (Å):
C -0.08938 -2.42233 0.16595  -0.014
C 0.03210 -1.08963 0.31247  -0.244
N -0.17803 -0.09757 -0.65869  -0.423
S -0.56843 -0.60152 -2.25014  0.851
C 0.00041 1.26082 -0.37856  -0.535
C 0.38915 1.63494 1.03552  -0.005
O -0.21301 2.10716 -1.21684  0.031
H 0.17266 -3.00557 1.02660  0.038
H -0.50585 -3.01080 -0.68494  0.053
H 0.34579 -0.65629 1.27540  0.102
H -0.81668 0.64953 -2.69467  -0.112
H 1.29673 1.12019 1.32331  0.081
H -0.38102 1.39228 1.73982  0.083
H 0.51554 2.71881 1.00477  0.093

Verdict on stability: a) comes out at the bottom.

a) A cluster of 2 separate species, CH6O in total, computed with ωB97M-V/def2-TZVPD.

Its SMILES is C.O. The calculation puts the LUMO energy at 0.9040 eV. The value obtained for the HOMO energy is -11.5 eV.

Each line ends with the Löwdin charge.
Geometry (Å):
C -0.61851 0.65773 -1.49366  -0.055
H -1.68841 0.64390 -1.28360  0.015
H -0.15773 1.29803 -0.73871  0.007
H -0.37679 1.22048 -2.39418  0.013
H -0.33188 -0.38767 -1.51085  0.017
O 0.64217 -0.79617 1.46390  -0.084
H 1.20976 -0.00042 1.32869  0.050
H -0.15621 -0.46326 1.90131  0.036

b) A cluster of 2 separate species, CH6O in total, computed with ωB97M-V/def2-TZVPD.

Its SMILES is C.O. The calculation puts the LUMO energy at 0.9105 eV. The value obtained for the HOMO energy is -11.5 eV.

Each line ends with the Löwdin charge.
Geometry (Å):
C 0.00000 0.00000 0.00000  -0.058
H -0.38455 -0.39871 0.95034  0.027
H -0.37424 -0.61261 -0.83346  0.019
H -0.34005 1.03843 -0.12665  0.023
H 1.09964 -0.02662 0.00939  0.007
O 2.15384 1.64632 2.26392  -0.089
H 2.03673 1.53235 1.29358  0.022
H 3.09655 1.90725 2.37102  0.049

Verdict on stability: a) comes out at the bottom.